This record from OMol25 describes a cluster of 3 separate species, C39H77FO16P2S3 in total. The level of theory is the ωB97M-V functional and the def2-TZVPD basis.

Last column: Mulliken charge in e.
CARTESIAN COORDINATES (ANGSTROEM)
C  3.40  1.13  2.68  -0.790
C  2.59  0.27  2.05  -0.349
C  3.08  -1.12  1.68  -1.105
C  3.28  -1.28  0.10  0.989
C  4.30  -0.15  -0.25  -1.708
S  3.86  1.41  -1.03  1.297
O  3.17  2.35  -0.19  -0.592
O  5.10  1.97  -1.49  -0.703
C  3.88  -2.74  -0.03  -1.394
S  5.62  -2.84  0.43  1.584
O  6.46  -2.89  -0.71  -0.661
O  6.02  -1.82  1.33  -0.701
F  5.85  -4.19  1.22  -0.254
C  3.46  -3.57  -1.31  2.690
C  4.09  -3.01  -2.62  -1.848
C  3.84  -1.56  -3.00  -0.561
O  4.76  -0.89  -3.43  -0.561
C  4.13  -4.99  -1.18  -1.339
C  3.91  -5.94  -2.39  -1.823
C  3.79  -5.86  0.06  -0.751
C  4.91  -6.88  0.42  -1.657
C  1.91  -3.59  -1.45  1.388
C  1.38  -4.30  -2.73  -0.568
C  1.09  -3.64  -3.88  -1.246
C  1.12  -4.31  -0.32  -0.405
C  -0.42  -4.14  -0.45  -1.153
C  -1.13  -5.51  -0.26  -0.772
C  -2.64  -5.41  -0.53  -1.074
C  -3.40  -4.66  0.59  -1.111
C  -3.60  -3.16  0.20  0.611
C  -5.00  -2.88  -0.39  -0.761
C  -5.03  -1.82  -1.53  -1.082
C  -4.02  -0.68  -1.39  0.011
C  -4.43  0.41  -0.36  -0.125
C  -3.18  1.04  0.27  -1.331
O  1.30  -2.28  -1.63  -0.246
S  1.58  -1.18  -0.50  1.693
O  0.64  -1.40  0.56  -0.822
O  1.27  0.09  -1.09  -0.801
H  3.27  2.18  2.46  0.291
H  4.13  0.81  3.42  0.300
H  1.56  0.52  1.82  0.382
H  4.03  -1.22  2.20  0.658
H  2.43  -1.92  2.07  0.573
H  5.07  -0.56  -0.92  0.421
H  4.86  0.13  0.64  0.832
H  3.15  1.13  -2.15  0.129
H  3.35  -3.28  0.77  0.666
H  3.73  -3.57  -3.49  0.660
H  5.17  -3.17  -2.65  0.663
H  2.85  -1.06  -2.98  0.636
H  5.23  -4.91  -1.20  0.769
H  2.91  -6.37  -2.42  0.322
H  4.57  -6.80  -2.19  0.617
H  4.26  -5.55  -3.35  0.272
H  3.54  -5.33  0.98  0.375
H  2.95  -6.51  -0.23  0.470
H  4.77  -7.80  -0.14  0.404
H  4.78  -7.15  1.48  0.428
H  5.91  -6.48  0.23  0.330
H  1.17  -5.37  -2.72  0.264
H  0.04  -3.62  -4.18  0.287
H  1.84  -3.13  -4.50  0.277
H  1.28  -5.38  -0.48  0.268
H  1.39  -4.00  0.69  0.458
H  -0.73  -3.64  -1.37  0.489
H  -0.78  -3.53  0.38  0.374
H  -1.03  -5.73  0.82  0.354
H  -0.64  -6.32  -0.82  0.448
H  -3.06  -6.42  -0.60  0.386
H  -2.80  -4.88  -1.48  0.439
H  -4.40  -5.10  0.70  0.525
H  -2.88  -4.75  1.55  0.413
H  -3.49  -2.55  1.11  0.275
H  -2.79  -2.92  -0.49  -0.536
H  -5.35  -3.82  -0.83  0.435
H  -5.71  -2.63  0.40  0.299
H  -6.03  -1.36  -1.49  0.316
H  -4.93  -2.26  -2.53  0.416
H  -2.99  -0.99  -1.18  -0.310
H  -3.98  -0.17  -2.36  0.490
H  -5.10  0.00  0.41  0.117
H  -4.96  1.19  -0.91  0.334
H  -2.45  1.27  -0.50  0.306
H  -2.71  0.35  0.98  0.270
H  -3.41  1.97  0.80  0.430
C  3.74  7.65  0.62  -0.842
C  5.26  7.68  0.67  -0.398
O  5.83  7.35  -0.60  -0.273
P  5.79  8.47  -1.80  1.118
O  6.37  9.68  -1.16  -0.796
O  7.10  8.00  -2.70  -0.364
C  8.00  8.98  -3.23  -0.361
C  9.29  8.99  -2.44  -1.084
O  4.79  7.64  -2.77  -0.404
C  5.01  6.25  -3.06  -0.169
C  4.00  5.38  -2.35  -0.828
H  3.35  8.33  -0.14  0.253
H  3.33  7.94  1.59  0.392
H  3.38  6.66  0.38  0.158
H  5.61  8.65  1.01  0.347
H  5.62  6.93  1.38  0.294
H  7.54  9.97  -3.24  0.341
H  8.20  8.70  -4.27  0.341
H  9.10  9.11  -1.37  0.277
H  9.94  9.80  -2.77  0.362
H  9.81  8.04  -2.56  0.293
H  6.02  5.93  -2.82  0.265
H  4.88  6.14  -4.14  0.385
H  4.25  5.28  -1.29  0.066
H  3.99  4.38  -2.78  0.312
H  3.00  5.81  -2.41  0.325
C  -10.97  0.16  1.15  -0.940
C  -10.17  1.44  1.29  -0.317
O  -9.72  1.65  2.62  -0.382
P  -8.47  0.76  3.19  1.212
O  -7.42  0.93  2.15  -0.660
O  -7.88  1.77  4.34  -0.446
C  -6.46  1.95  4.49  -0.284
C  -6.05  3.30  3.92  -1.105
O  -9.33  -0.06  4.30  -0.421
C  -10.22  0.62  5.21  -0.109
C  -11.66  0.37  4.84  -1.097
H  -10.38  -0.70  1.48  0.265
H  -11.27  0.00  0.11  0.396
H  -11.87  0.19  1.77  0.218
H  -9.33  1.45  0.59  0.298
H  -10.80  2.30  1.03  0.294
H  -5.91  1.14  4.01  0.273
H  -6.24  1.92  5.56  0.342
H  -6.40  3.42  2.90  0.260
H  -4.96  3.41  3.94  0.366
H  -6.48  4.11  4.51  0.329
H  -10.02  1.69  5.25  0.247
H  -10.01  0.21  6.19  0.408
H  -11.95  0.97  3.97  0.152
H  -12.32  0.65  5.67  0.408
H  -11.83  -0.68  4.59  0.291

Calculated values
Spin multiplicity: 1
Orbital gap, eV: 8.55
LUMO energy, eV: -0.663